Entry 1:
40
Properties=species:S:1:pos:R:3 method="wB97M-V/def2-TZVPD" charge=0 relative_energy_kj_mol=187.1 lumo_energy_ev=-0.61
C -10.83021 -16.63409 2.57978
Br -8.86419 -16.24147 2.38535
Br -11.22513 -16.31110 4.45146
Br -11.20800 -18.45732 1.90833
H -11.34828 -15.99568 1.86415
C -5.89058 -22.17102 10.66560
Br -6.31970 -22.58340 12.50089
Br -6.18093 -23.68993 9.38352
Br -4.02489 -21.62997 10.44513
H -6.57336 -21.36399 10.39985
C -10.87296 -18.41367 12.88108
Br -11.95531 -17.64550 11.38473
Br -11.88613 -19.93187 13.65083
Br -10.50979 -17.09437 14.28542
H -9.93140 -18.63642 12.37916
C -1.09225 -8.96527 13.26162
Cl 0.44831 -8.14949 13.24456
Cl -2.01129 -8.95402 11.71574
Cl -2.08951 -8.49441 14.66138
H -0.81863 -10.00265 13.45418
C -14.77039 -12.08093 9.91208
C -14.07067 -11.52663 8.65685
O -15.20920 -10.77539 8.12545
C -16.40731 -11.15732 8.71792
O -17.55237 -10.69094 8.38195
O -16.14078 -12.09208 9.57086
H -14.67104 -11.38383 10.74411
H -14.33337 -13.04873 10.15807
H -13.69746 -12.24257 7.92458
H -13.28574 -10.90620 9.08930
C -6.11640 -13.16454 9.25324
C -7.56604 -13.57636 8.88293
O -7.80238 -14.63234 9.76577
C -6.68569 -15.10458 10.31600
O -6.59291 -16.07082 11.06326
O -5.68339 -14.24508 10.02983
H -6.13200 -12.17512 9.71030
H -5.60613 -13.08481 8.29336
H -7.72646 -14.10278 7.94205
H -8.26724 -12.74302 8.83866



Entry 2:
185
Properties=species:S:1:pos:R:3 method="wB97M-V/def2-TZVPD" charge=0 relative_energy_kj_mol=334.3 lumo_energy_ev=0.42 smiles="CCOC(=O)C(F)(F)F.CCOC(=O)C(F)(F)F.CCOC(=O)C(F)(F)F.CCOC(=O)C(F)(F)F.CCOC(=O)C(F)(F)F.COCCOCCOC.COCCOCCOC.COCCOCCOC.COCCOCCOC.COCCOCCOC"
C 4.80843 -0.79909 -0.69520
C 5.24192 0.25638 -1.70565
O 6.09793 1.13009 -0.99365
C 7.46208 0.90724 -0.93997
O 8.14638 0.04080 -1.55262
C 8.22011 1.81795 0.03579
F 9.24993 2.44100 -0.59209
F 7.36508 2.79859 0.54617
F 8.69796 1.12837 1.03211
H 4.22950 -0.25911 0.05404
H 5.62082 -1.43255 -0.33904
H 4.13237 -1.48345 -1.20775
H 4.37409 0.82377 -2.04184
H 5.65516 -0.12945 -2.63758
C 4.40464 5.27611 0.35894
C 4.89229 4.82144 -0.97952
O 3.97423 5.08556 -2.10505
C 2.96798 4.20782 -2.40700
O 2.74572 3.18250 -1.81017
C 2.21154 4.45775 -3.73078
F 2.01875 3.31270 -4.41213
F 1.02239 4.94866 -3.43635
F 2.85884 5.28552 -4.54957
H 3.38235 4.96973 0.58062
H 4.39293 6.36478 0.41157
H 5.01795 4.84048 1.14772
H 5.07507 3.74694 -0.99140
H 5.83497 5.32009 -1.20489
C 0.43652 7.12847 5.03826
C -0.70903 7.61780 4.16358
O -1.79747 8.09315 5.00115
C -2.85355 8.80632 4.42112
O -2.99426 9.04885 3.22913
C -4.01503 9.09419 5.38724
F -4.24625 10.42042 5.40487
F -5.16091 8.49487 5.04315
F -3.73970 8.71496 6.62863
H 1.14415 6.62043 4.38309
H -0.01448 6.49325 5.80063
H 0.88769 7.98440 5.54016
H -1.10516 6.80441 3.55564
H -0.38463 8.40793 3.48641
C -1.88876 -0.25145 3.86189
C -2.44048 1.05154 4.40131
O -2.11586 1.13894 5.78429
C -1.42266 2.21362 6.36674
O -1.07273 3.23525 5.73123
C -0.96248 2.04033 7.87840
F -1.66625 1.06669 8.52719
F 0.30465 1.66221 7.91731
F -1.00935 3.18683 8.56295
H -2.41300 -0.34491 2.91082
H -2.00653 -1.16846 4.43922
H -0.83794 -0.20988 3.57525
H -3.50198 1.18563 4.19312
H -1.89056 1.73854 3.75809
C 2.65213 -0.21814 6.27909
C 1.68954 0.29225 5.17541
O 2.24779 1.37417 4.40359
C 3.13743 1.04005 3.42212
O 3.43999 -0.11445 3.12846
C 3.81297 2.24445 2.69605
F 5.07837 2.30183 3.08748
F 3.79175 2.01907 1.38600
F 3.15004 3.38599 2.99418
H 3.46616 -0.66099 5.70521
H 2.16105 -0.93600 6.93606
H 2.98588 0.60212 6.91460
H 0.75242 0.52855 5.67947
H 1.48330 -0.55643 4.52325
C -1.85031 -1.18271 -3.43679
O -0.45524 -0.75558 -3.53323
C -0.07774 -0.21401 -4.79572
C 1.42790 0.20519 -4.76075
O 2.27102 -0.88952 -4.85028
C 3.68642 -0.59881 -5.02561
C 4.50254 -1.92447 -4.86215
O 4.47008 -2.56241 -3.62448
C 3.22462 -2.98874 -3.12121
H -2.15324 -1.43942 -2.42169
H -2.00467 -2.15610 -3.90240
H -2.60121 -0.51250 -3.85521
H -0.66586 0.69746 -4.90272
H -0.33114 -0.96690 -5.54207
H 1.70871 0.81195 -3.89989
H 1.55846 0.93387 -5.56080
H 4.10219 0.13325 -4.33327
H 3.82761 -0.18096 -6.02239
H 5.55883 -1.77768 -5.08756
H 4.22149 -2.65695 -5.61885
H 2.60392 -3.61193 -3.76500
H 2.67560 -2.11221 -2.77714
H 3.33386 -3.57996 -2.21203
C 6.19257 -6.62266 -5.91086
O 5.04893 -6.93765 -5.14249
C 4.83508 -6.16342 -4.02602
C 3.59078 -6.62086 -3.23874
O 2.39354 -6.59115 -3.95618
C 1.27233 -7.10370 -3.24170
C 0.62973 -5.91941 -2.52879
O 1.49695 -5.28327 -1.56053
C 1.57338 -5.82066 -0.28782
H 7.04091 -7.18160 -5.51590
H 6.34785 -5.54440 -5.87414
H 5.95247 -6.76874 -6.96401
H 4.75951 -5.14600 -4.40973
H 5.77423 -6.23584 -3.47751
H 3.49643 -5.88896 -2.43654
H 3.91370 -7.58362 -2.84262
H 1.45573 -8.02065 -2.68164
H 0.52110 -7.44955 -3.95174
H -0.31103 -6.16605 -2.03661
H 0.34171 -5.14970 -3.24482
H 0.63895 -6.10358 0.19682
H 2.17448 -5.13024 0.30388
H 2.13014 -6.74736 -0.42688
C -9.57215 0.00061 0.99244
O -9.03466 -0.19200 -0.26716
C -8.88659 1.09852 -1.02368
C -7.77166 1.12992 -2.12036
O -6.44204 1.09524 -1.59412
C -5.35032 1.26905 -2.42243
C -4.14313 1.33624 -1.43682
O -4.22165 2.43257 -0.54693
C -3.02780 2.64193 0.22168
H -10.62064 0.27030 1.11909
H -9.07758 0.67414 1.69235
H -9.42261 -0.97003 1.46531
H -8.74409 1.93550 -0.34011
H -9.84858 1.18999 -1.52797
H -7.98277 2.05768 -2.65214
H -7.98363 0.21368 -2.67143
H -5.51697 2.21746 -2.93317
H -5.25910 0.54195 -3.22934
H -3.21814 1.45549 -2.00097
H -3.91572 0.36196 -1.00419
H -2.71532 1.73884 0.74597
H -3.19435 3.40542 0.98158
H -2.25004 3.00886 -0.44807
C -4.90253 -5.30796 2.13329
O -4.27724 -4.02816 1.89741
C -3.17619 -4.10778 1.02905
C -2.77813 -2.78091 0.45319
O -3.65731 -2.37904 -0.60784
C -5.04985 -2.11060 -0.42056
C -5.98094 -2.21165 -1.65484
O -6.18078 -3.50354 -2.08174
C -7.08139 -3.64762 -3.19049
H -4.19108 -6.06555 2.46190
H -5.35836 -5.76493 1.25495
H -5.69468 -5.19105 2.87285
H -3.39331 -4.76177 0.18451
H -2.27240 -4.45779 1.52781
H -1.74026 -2.80744 0.12120
H -2.93182 -2.12255 1.30820
H -5.26413 -1.18335 0.11085
H -5.41988 -2.76732 0.36678
H -5.57095 -1.60089 -2.45919
H -6.98787 -1.82112 -1.50754
H -6.98202 -4.68205 -3.51943
H -6.64884 -3.10615 -4.03180
H -8.09635 -3.30707 -2.98561
C -0.07937 3.91180 2.45388
O -0.19028 2.73174 1.62532
C 0.63468 2.80193 0.50794
C 0.53661 1.46018 -0.26557
O 1.23902 0.51335 0.46829
C 1.19888 -0.72614 -0.30766
C 1.65417 -1.93920 0.48057
O 0.62791 -2.21772 1.52125
C 1.09156 -3.10843 2.58097
H -0.91791 3.78113 3.13790
H -0.35828 4.85229 1.97870
H 0.87095 4.13439 2.93911
H 1.68695 2.84204 0.78941
H 0.42646 3.70723 -0.06230
H 0.96653 1.55551 -1.26265
H -0.51437 1.17133 -0.25591
H 1.83943 -0.57336 -1.17625
H 0.21784 -0.93024 -0.73662
H 2.61876 -1.62361 0.87813
H 1.77905 -2.83830 -0.12285
H 0.35875 -3.10855 3.38786
H 2.00264 -2.60188 2.89946
H 1.36874 -4.12109 2.28806



Entry 3:
77
Properties=species:S:1:pos:R:3 method="wB97M-V/def2-TZVPD" charge=-1 relative_energy_kj_mol=233.6 lumo_energy_ev=1.06 smiles="CCOC(=O)[C@@H](c1ccc([N+](=O)[O-])cc1)[C@@H](c1ccc(N(C)C)cc1)c1cc(-c2ccccc2)c([O-])c(-c2ccccc2)c1"
C 3.48263 -0.57253 6.49277
C 2.33403 -1.15090 7.25303
O 1.35947 -1.57998 6.27121
C 0.40298 -2.32244 6.81303
O 0.43868 -2.46920 8.03645
C -0.67514 -2.74334 5.80699
C -1.52448 -3.88989 6.43026
C -1.60999 -4.20907 7.80706
C -2.47180 -5.21055 8.32507
C -3.30344 -5.91682 7.43476
N -4.22762 -6.86128 7.97087
O -4.98008 -7.51419 7.21250
O -4.25532 -6.98938 9.22027
C -3.23045 -5.62765 6.04995
C -2.37448 -4.63315 5.59408
C -0.93617 -2.11807 4.43118
C -2.39826 -1.81026 3.91608
C -2.70291 -1.70055 2.53076
C -4.00030 -1.34246 2.07872
C -5.02169 -1.03453 3.05305
N -6.26889 -0.58819 2.69120
C -6.90903 -0.70820 1.40008
C -7.21358 -0.12315 3.67907
C -4.70118 -1.18082 4.42872
C -3.41341 -1.53060 4.82931
C 0.02812 -1.10954 3.75689
C 1.34570 -1.48705 3.49384
C 2.34502 -0.58295 3.15682
C 3.71361 -1.01234 2.83019
C 3.93152 -2.31812 2.34092
C 5.22434 -2.82100 2.22277
C 6.32562 -2.01397 2.54711
C 6.12232 -0.69570 2.98616
C 4.82957 -0.19579 3.09272
C 2.01143 0.84575 3.33617
O 2.85400 1.66010 3.77994
C 0.58149 1.22559 3.18404
C 0.20710 2.62676 2.91690
C -1.03452 2.90884 2.30090
C -1.40605 4.23050 2.06149
C -0.55920 5.28877 2.42827
C 0.64440 5.01627 3.08696
C 1.02492 3.70321 3.31554
C -0.34554 0.21914 3.45701
H 4.24800 -0.24549 7.20591
H 3.93980 -1.30666 5.81766
H 3.18241 0.29894 5.90375
H 2.61461 -2.04908 7.79928
H 1.84515 -0.43699 7.92585
H -1.38322 -1.65348 5.85117
H -1.03402 -3.74420 8.59376
H -2.51651 -5.49718 9.39527
H -3.81466 -6.22697 5.35741
H -2.30350 -4.45225 4.53211
H -0.64282 -3.11737 4.13062
H -1.88399 -1.87785 1.81460
H -4.18130 -1.26492 0.98110
H -6.27440 -1.12144 0.62214
H -7.80322 -1.32924 1.51852
H -7.28031 0.27988 1.11047
H -6.72041 0.37710 4.51763
H -7.90179 0.56564 3.17582
H -7.78825 -0.97602 4.07074
H -5.48588 -1.00863 5.17146
H -3.25623 -1.54160 5.90629
H 1.61053 -2.54925 3.56016
H 3.07227 -2.92667 2.05608
H 5.36930 -3.84124 1.86631
H 7.34295 -2.40423 2.44160
H 6.96125 -0.04590 3.24052
H 4.66101 0.82176 3.42719
H -1.67685 2.08042 1.98880
H -2.36129 4.43782 1.58093
H -0.83461 6.32280 2.21214
H 1.30431 5.80514 3.42789
H 1.96736 3.47111 3.79824
H -1.39714 0.48963 3.43303



Entry 4:
8
Properties=species:S:1:pos:R:3 method="wB97M-V/def2-TZVPD" charge=0 relative_energy_kj_mol=176.5 lumo_energy_ev="-4.45 / -4.21"
C -0.77800 -1.12388 0.43521
C 0.12878 1.05350 0.99707
C 1.04834 -0.18778 -0.87760
C 0.00954 -0.00716 0.07474
N -1.38663 -2.03731 0.75957
N 0.30039 1.86599 1.78533
N 1.82918 -0.29566 -1.70692
F -1.15159 0.73230 -1.46740



Entry 5:
10
Properties=species:S:1:pos:R:3 method="wB97M-V/def2-TZVPD" charge=0 relative_energy_kj_mol=241.4 lumo_energy_ev=0.54 smiles="CC1=C(Cl)C1(Cl)Cl"
C -1.56185 -0.05866 0.02422
C -0.05527 0.15126 -0.01561
C 0.92412 1.09887 0.05167
Cl 1.77243 2.49125 0.05175
C 1.12291 -0.68649 -0.07986
Cl 1.82741 -1.29428 1.36229
Cl 1.82968 -1.29882 -1.57798
H -2.06293 0.67483 -0.49071
H -2.01821 -0.04725 1.15425
H -1.77828 -1.03070 -0.48003



Entry 6:
49
Properties=species:S:1:pos:R:3 method="wB97M-V/def2-TZVPD" charge=0 lumo_energy_ev=-1.92
C -0.19753 -1.81123 3.08783
N -0.01173 -2.83690 2.06544
C -0.98681 -3.93384 2.12775
C 1.32872 -3.31134 1.99487
O 1.85777 -3.91383 2.90972
C 2.14522 -3.08840 0.72718
C 1.81076 -1.86189 -0.06392
C 0.58039 -1.44845 -0.37563
C 0.31879 -0.21414 -1.13771
O -0.78996 -0.02375 -1.60705
C 1.43074 0.75886 -1.26059
P 1.10563 2.51479 -1.74661
O 0.28173 3.05578 -0.43773
O -0.07640 2.43700 -2.87707
C 2.67269 0.36144 -0.99728
C 2.94480 -1.04098 -0.56768
O 4.06856 -1.49518 -0.67139
H -0.59110 -0.89693 2.64558
H 0.73122 -1.53748 3.57421
H -0.91291 -2.13621 3.83789
H -1.21786 -4.19299 3.15798
H -0.59160 -4.79407 1.59844
H -1.87790 -3.63585 1.58660
H 3.17142 -2.98678 1.05884
H 2.13836 -3.98229 0.11263
H -0.28708 -2.01102 -0.07798
H -0.56550 2.59757 -0.34012
H -0.22766 1.52684 -3.15279
H 3.49811 1.04644 -1.09787
C -3.22698 -4.45369 -3.47707
S -2.22246 -3.35669 -2.46811
O -2.93215 -3.17945 -1.17294
C -2.50375 -1.87504 -3.44284
H -3.21723 -5.43842 -3.01476
H -4.24901 -4.07769 -3.51956
H -2.80071 -4.51613 -4.47823
H -3.57111 -1.65948 -3.50016
H -2.09134 -2.01700 -4.44289
H -1.98621 -1.06439 -2.93341
C 0.38267 5.58802 1.47476
S 1.32363 6.58392 2.63563
O 0.53800 6.65108 3.89474
C 1.08401 8.14650 1.77847
H 0.36662 4.56563 1.84196
H -0.63668 5.96919 1.40586
H 0.86402 5.61161 0.49820
H 0.01800 8.35626 1.69023
H 1.54549 8.09346 0.79235
H 1.56430 8.92714 2.36423



Entry 7:
17
Properties=species:S:1:pos:R:3 method="wB97M-V/def2-TZVPD" charge=-1 relative_energy_kj_mol=270.5 lumo_energy_ev=3.80
C -2.52730 0.40115 -1.17469
C -2.01634 -0.19778 -0.14481
C -2.09085 -1.36113 0.68205
C 0.56876 0.30792 1.42594
C 0.76312 -1.17931 -0.66698
C 0.33944 0.02965 0.00865
O -2.13072 -1.40844 1.89402
S -1.90392 -2.79249 -0.35985
H -1.99383 1.24756 -1.73323
H -3.54615 0.22617 -1.43558
H 1.68947 0.49195 1.64459
H 0.10338 1.22043 1.98256
H 0.11386 -0.62028 1.83605
H 0.46348 -1.00701 -1.70702
H 0.31551 -2.11570 -0.24841
H 1.87170 -1.39846 -0.41741
H 0.20448 0.90306 -0.59048



Entry 8:
32
Properties=species:S:1:pos:R:3 method="wB97M-V/def2-TZVPD" charge=-2 relative_energy_kj_mol=0.0 lumo_energy_ev="4.76 / 4.76" spin_multiplicity=3
Pt 7.11230 12.08976 8.75825
S 8.91692 12.13710 7.26544
C 9.39157 13.78188 7.23736
C 10.21408 14.17664 6.20429
C 10.68376 15.45455 6.06794
C 10.20542 16.42828 6.97757
C 9.26346 16.07747 7.93357
C 8.89771 14.74233 8.14955
S 7.79284 14.34327 9.44238
H 10.43702 13.44546 5.37709
H 11.31676 15.69903 5.20471
H 10.45872 17.46952 6.87301
H 8.81133 16.82930 8.56099
O 3.61628 10.54724 9.63935
S 4.94254 10.30455 9.08252
O 5.06810 9.02472 8.47882
O 5.31033 11.31727 7.97771
O 6.08147 10.53859 10.06780
N 7.45016 8.13785 7.10566
C 7.44036 6.87996 6.54627
C 8.47414 6.38839 5.64948
C 8.36286 5.09727 5.10396
C 7.28809 4.26737 5.35066
C 6.32612 4.70556 6.28669
C 6.44968 5.97668 6.90718
H 6.61013 8.39760 7.54530
H 7.99100 8.83268 6.61663
H 9.29036 7.03264 5.37215
H 9.19384 4.60407 4.60097
H 7.24646 3.28564 4.92025
H 5.40979 4.16552 6.55690
H 5.73664 6.26848 7.62526



Entry 9:
6
Properties=species:S:1:pos:R:3 method="wB97M-V/def2-TZVPD" charge=0 relative_energy_kj_mol=71.9 lumo_energy_ev="0.16 / -1.79" spin_multiplicity=3
N -0.83547 1.68289 -0.00014
O -2.51071 0.10390 -0.71708
O -0.50041 -0.78536 0.29042
O 0.32742 1.59474 -0.24055
S -1.80792 0.08215 0.53582
H 0.05159 -0.68237 1.11615



Entry 10:
20
Properties=species:S:1:pos:R:3 method="wB97M-V/def2-TZVPD" charge=0 relative_energy_kj_mol=220.6 lumo_energy_ev=1.10 smiles="C/C=C/NCC.O"
C 1.52878 -2.60682 -0.16992
C 0.86798 -1.29884 -0.63435
C 0.42312 -0.45887 0.30406
N 0.07475 0.94804 0.11435
C -1.36188 1.14153 -0.18820
C -1.65815 1.60730 -1.69909
H 2.46892 -2.29771 0.36815
H 0.83105 -3.07973 0.53317
H 1.77101 -3.23663 -1.04216
H 0.89190 -1.01182 -1.68498
H 0.09676 -0.61472 1.30791
H 0.54820 1.33341 -0.69319
H -1.67421 1.99461 0.44689
H -2.00264 0.32199 0.13271
H -1.96086 2.65453 -1.74848
H -2.43238 1.07417 -2.24855
H -0.68622 1.47756 -2.21112
O 0.60030 0.36946 3.19108
H 0.19501 0.97123 2.55402
H 1.47855 0.71130 3.36770



Entry 11:
20
Properties=species:S:1:pos:R:3 method="wB97M-V/def2-TZVPD" charge=+1 relative_energy_kj_mol=253.1 lumo_energy_ev="-5.48 / -8.46" spin_multiplicity=2
C -1.04142 1.50487 1.04518
C 0.07338 0.46641 0.94120
C -0.18410 -0.74940 1.76707
C 1.20138 -2.24522 3.11945
N 0.96962 -1.60124 2.08169
H -0.94978 2.05912 1.97881
H -2.05114 1.16255 0.84041
H -0.79277 2.28816 0.33805
H 0.38900 0.28463 -0.08955
H 1.00304 0.97550 1.22646
H -0.70226 -0.61351 2.72792
H -0.90218 -1.42707 1.27722
H 0.87749 -1.98942 4.13128
H 1.70400 -3.21046 2.98840
H 5.18900 2.33195 -4.05703
H 4.37922 3.61734 -3.84996
O 4.73890 2.85375 -3.38420
H -4.71930 -1.65200 -3.55999
H -6.08439 -1.17720 -3.11367
O -5.38286 -0.97045 -3.74472